Density functional theory data (wB97M-V/def2-TZVPD) for an isolated ion of composition C7H9N2 and charge +1.

Calculated values
Charge ... +1
Energy relative to the best compared isomer or geometry (same formula, charge and spin) ... 668.36 kJ/mol

```
18
Properties=species:S:1:pos:R:3:forces:R:3:mulliken_charge:R:1
C -1.7034 1.9599 0.4671 -0.3 -1.5 -1.4 -0.440
C -1.7663 0.7030 0.1013 -0.5 -0.1 1.4 -0.169
C -1.0698 -1.3765 -0.1376 -2.3 -0.1 0.7 0.820
C 1.0118 -0.3362 0.1152 1.0 1.7 -1.2 0.730
C -2.0696 -2.2423 -0.1081 2.4 2.8 -0.4 -0.908
C 0.6622 1.1698 0.1660 0.3 0.2 2.2 -0.603
C 2.4598 -0.6601 -0.0053 1.0 1.5 0.0 -1.142
N 0.1886 -1.2581 -0.0906 0.0 -0.4 0.1 -0.300
N -0.6149 1.5737 -0.4647 1.1 -0.7 2.4 -0.061
H -1.8909 2.9601 0.8015 -0.3 -0.1 0.3 0.382
H -1.9766 -3.2523 -0.2031 0.9 -2.6 -0.1 0.369
H -3.0029 -1.8685 -0.2162 -2.9 1.1 0.1 0.344
H 0.5193 1.4473 1.2802 0.2 -0.5 -1.6 0.277
H 1.5678 1.7521 -0.0800 -0.7 -0.2 -0.6 0.429
H 2.9477 -0.7932 0.9868 -0.2 0.1 -0.7 0.271
H 2.9629 0.1981 -0.5617 -0.4 -1.1 0.9 0.357
H 2.5750 -1.5235 -0.6340 0.1 -0.6 0.1 0.367
H -0.8007 1.5467 -1.4169 0.6 0.6 -2.3 0.278
```
Positions in Å, forces in eV/Å.



Density functional theory data (wB97M-V/def2-TZVPD) for C2H4I2S as an isolated structure.

Calculated values
Charge ... 0
Energy relative to the best compared isomer or geometry (same formula, charge and spin) ... 21.20 kJ/mol

```
9
Properties=species:S:1:pos:R:3:forces:R:3:mulliken_charge:R:1
C -0.7581 -0.0654 -0.6910 3.2 2.0 -1.1 -1.103
C 0.6304 0.3353 0.1445 -2.5 -1.1 0.1 -0.358
S 0.2262 0.3205 1.9742 -0.1 -0.4 -1.2 -0.090
I 1.5062 2.1871 -0.2722 0.1 0.3 -0.2 0.179
I 1.9417 -1.3243 -0.3634 0.1 0.2 0.2 0.150
H -0.3912 -0.4437 -1.6669 -0.5 0.5 0.4 0.354
H -1.0395 -0.8927 -0.1583 -1.3 -2.0 1.2 0.453
H -1.5588 0.6771 -0.8147 0.6 0.0 0.4 0.280
H -0.5569 -0.7938 1.8478 0.4 0.5 0.3 0.135
```
Positions in Å, forces in eV/Å.



Density functional theory data (wB97M-V/def2-TZVPD) for a 6-piece molecular cluster, C17H38F8NO6S5 overall.

Calculated values
Charge ... -1

```
75
Properties=species:S:1:pos:R:3:forces:R:3:mulliken_charge:R:1
N 1.7465 -2.6005 -0.5753 -0.1 0.1 0.0 -0.878
C 2.3898 -2.4406 -1.8717 -0.5 0.0 1.0 -0.197
C 2.6376 -0.9976 -2.2988 0.5 -0.6 -0.6 -0.373
O 1.4626 -0.3686 -2.8333 0.2 0.3 0.0 -0.376
C 0.6564 0.0803 -1.7978 -0.8 0.2 0.1 -0.741
C -0.7951 0.0979 -2.2855 0.7 -0.1 -0.2 1.100
F -1.0233 -0.9427 -3.1522 -0.2 0.2 0.2 -0.345
F -1.1056 1.2318 -2.9897 0.1 -0.2 0.2 -0.381
C -1.8079 -0.0314 -1.1207 -0.2 0.5 0.3 0.500
F -2.9205 0.7408 -1.3603 0.3 -0.2 0.0 -0.365
F -1.2573 0.4463 0.0272 -0.3 -0.3 -0.5 -0.160
C -2.3564 -1.4599 -0.9064 0.2 -0.4 0.7 0.576
F -1.3554 -2.3725 -0.8627 -0.9 0.7 -0.1 -0.254
F -2.9935 -1.4747 0.3033 0.2 -0.1 -0.3 -0.345
C -3.3987 -1.8572 -1.9851 0.3 -0.5 -0.2 0.175
F -3.4220 -3.2168 -2.0714 -0.1 0.2 0.1 -0.311
F -4.6353 -1.4468 -1.6186 0.0 0.0 0.0 -0.310
H 0.7870 -2.8989 -0.7309 0.1 0.0 -0.1 0.090
H 1.8192 -2.9196 -2.6834 0.2 0.0 -0.3 0.034
H 3.3762 -2.9121 -1.8423 0.3 0.0 -0.2 0.182
H 3.3786 -0.9929 -3.1042 -0.1 0.1 -0.2 0.412
H 3.0597 -0.4162 -1.4791 -0.2 0.1 0.3 0.192
H 0.7285 -0.5733 -0.9214 0.1 -0.3 0.0 0.335
H 0.9036 1.1015 -1.4841 0.0 0.1 0.0 0.207
H -3.1561 -1.4678 -2.9672 0.0 0.1 0.0 0.352
C 0.1608 -0.3715 4.7397 0.1 0.0 0.1 -1.100
S -0.1894 0.3772 3.1403 -0.1 -0.1 -0.2 0.575
O 0.9115 1.3227 2.8440 0.1 0.2 0.1 -0.603
C -1.5594 1.3904 3.7270 -0.1 0.0 0.1 -1.083
H 1.0258 -1.0190 4.6146 0.0 0.0 -0.1 0.335
H 0.3838 0.4081 5.4694 0.0 0.0 0.0 0.324
H -0.6981 -0.9629 5.0586 0.0 0.0 0.0 0.382
H -1.2123 2.0484 4.5249 0.1 0.0 0.0 0.364
H -2.3642 0.7461 4.0829 0.0 0.0 0.0 0.383
H -1.9119 1.9833 2.8855 0.0 0.0 0.0 0.315
C 3.0188 -6.7994 -3.9072 -0.1 -0.1 0.0 -0.966
S 3.9937 -5.8885 -2.6974 0.1 0.1 -0.1 0.591
O 4.4684 -4.6683 -3.3846 0.1 0.0 -0.2 -0.579
C 5.3936 -7.0279 -2.7309 0.0 -0.2 0.1 -1.005
H 2.1049 -6.2349 -4.0788 0.0 0.0 0.0 0.312
H 3.5804 -6.8885 -4.8380 0.0 0.1 0.0 0.299
H 2.7727 -7.7852 -3.5102 0.0 0.0 0.0 0.351
H 5.7848 -7.0989 -3.7466 -0.1 0.1 0.0 0.288
H 5.0766 -8.0085 -2.3727 0.0 0.0 0.0 0.357
H 6.1579 -6.6268 -2.0689 0.0 0.0 0.0 0.323
C -6.4116 -3.8408 -3.1411 0.0 0.0 0.0 -0.956
S -8.0353 -4.5069 -3.5156 0.0 0.0 0.0 0.477
O -7.9684 -5.1083 -4.8737 0.0 0.0 0.0 -0.626
C -8.8471 -2.9113 -3.6925 0.0 0.1 0.0 -0.916
H -5.7178 -4.6705 -3.0303 0.0 0.0 0.0 0.374
H -6.0843 -3.1957 -3.9563 0.0 0.0 0.0 0.340
H -6.4578 -3.2809 -2.2078 0.0 0.0 0.0 0.332
H -8.3502 -2.3352 -4.4729 0.0 0.0 0.0 0.297
H -8.8100 -2.3793 -2.7419 0.0 0.0 0.0 0.342
H -9.8830 -3.0930 -3.9710 0.0 0.0 0.0 0.319
C 3.9487 4.9109 1.6532 0.0 0.1 0.0 -0.918
S 2.6634 3.6917 1.3286 0.0 -0.1 0.1 0.724
O 2.7686 3.3425 -0.1106 0.0 0.1 -0.2 -0.683
C 1.2820 4.8322 1.4796 -0.2 0.1 0.0 -0.680
H 4.9079 4.4040 1.5635 0.0 -0.1 0.0 0.342
H 3.8869 5.7166 0.9195 0.0 0.0 0.0 0.306
H 3.8227 5.3019 2.6618 0.0 0.0 0.0 0.222
H 1.3976 5.6454 0.7606 0.1 -0.1 0.0 0.369
H 1.2394 5.2248 2.4946 0.1 -0.1 0.0 0.145
H 0.3724 4.2756 1.2595 0.1 -0.1 0.0 0.257
C 3.3830 7.8560 5.8998 0.0 0.1 0.0 -0.985
S 2.1002 6.6356 5.5889 0.0 0.0 0.1 0.424
O 2.2104 6.2544 4.1572 0.0 0.1 0.1 -0.531
C 0.7183 7.7785 5.7141 0.0 0.1 0.0 -0.974
H 4.3443 7.3534 5.8200 0.0 0.0 0.0 0.316
H 3.3190 8.6502 5.1560 0.0 0.0 0.0 0.309
H 3.2626 8.2597 6.9052 0.0 0.0 0.0 0.388
H 0.8382 8.5780 4.9830 0.0 0.0 0.0 0.305
H 0.6750 8.1847 6.7248 0.0 0.0 0.0 0.385
H -0.1921 7.2214 5.5043 0.0 0.0 0.0 0.313
```
Positions in Å, forces in eV/Å.



Values of frontier orbital gap, in order: 9.543 8.870 2.842, all in eV.
Values of E_HOMO, in order: -14.084 -9.190 -1.230, all in eV.
Values of maximum force, in order: 3.7 3.9 1.1, all in eV Å⁻¹.